Entry 1:
{
  "formula": "C4H10N3",
  "method": "ωB97M-V with the def2-TZVPD basis set",
  "e_lumo_ev": [-4.75, -4.28],
  "mol_weight_g_mol": 100.14,
  "charge": 1,
  "relative_energy_kcal_mol": 129.9,
  "max_force_ev_per_a": 4.2,
  "homo_energy_ev": [-12.1, -13.3],
  "e_tot_ha": -322.25351,
  "species": ["C", "C", "C", "C", "N", "N", "N", "H", "H", "H", "H", "H", "H", "H", "H", "H", "H"],
  "positions_angstrom": [[-0.09, 1.73, 0.28], [1.17, 1.22, -0.46], [1.24, -0.30, -0.50], [-2.28, -0.85, -0.41], [-1.10, 0.96, 0.35], [-1.22, -0.27, 0.33], [1.44, -0.98, 0.78], [-0.17, 2.72, 0.64], [1.10, 1.39, -1.48], [2.03, 1.67, 0.12], [1.33, -0.90, -1.33], [-2.64, -1.72, 0.26], [-3.18, -0.21, -0.33], [-1.86, -1.04, -1.37], [0.42, -1.13, 1.19], [2.00, -0.41, 1.40], [1.79, -1.87, 0.53]],
  "mulliken_charge": [-0.2190, -0.6394, -0.6116, -0.7878, -0.2390, -0.0642, -0.1628, 0.4784, 0.3071, 0.3963, 0.4915, 0.2587, 0.3229, 0.3360, 0.4315, 0.3646, 0.3368]
}

=====

Entry 2:
{
  "formula": "C27H32BN9OReSSi2",
  "method": "ωB97M-V with the def2-TZVPD basis set",
  "e_lumo_ev": [0.68, -0.12],
  "mol_weight_g_mol": 783.87,
  "multiplicity": 4,
  "relative_energy_kcal_mol": 6.2,
  "max_force_ev_per_a": 1.1,
  "homo_energy_ev": [-5.4, -7.1],
  "e_tot_ha": -2696.51189,
  "species": ["Re", "C", "C", "N", "N", "C", "B", "N", "C", "C", "C", "N", "N", "C", "C", "C", "N", "N", "C", "C", "C", "N", "H", "H", "H", "H", "H", "H", "H", "H", "H", "H", "H", "H", "C", "Si", "C", "C", "C", "C", "C", "C", "C", "Si", "C", "C", "H", "H", "H", "H", "H", "H", "H", "H", "H", "H", "H", "H", "H", "H", "H", "H", "O", "N", "C", "C", "C", "C", "C", "S", "H", "H", "H", "H"],
  "positions_angstrom": [[-0.13, 0.62, -0.08], [3.69, 2.48, -0.60], [2.56, 1.86, -1.12], [1.52, 2.03, -0.30], [1.96, 2.77, 0.75], [3.27, 3.04, 0.59], [0.95, 3.06, 1.88], [-0.43, 3.33, 1.18], [-1.14, 4.47, 1.14], [-2.36, 4.21, 0.52], [-2.30, 2.86, 0.19], [-1.14, 2.33, 0.59], [0.82, 1.79, 2.76], [0.93, 1.63, 4.09], [0.58, 0.34, 4.40], [0.27, -0.24, 3.16], [0.44, 0.63, 2.18], [1.29, 4.26, 2.76], [0.52, 4.76, 3.76], [1.15, 5.87, 4.27], [2.33, 5.98, 3.49], [2.41, 5.02, 2.59], [4.67, 2.54, -1.04], [2.42, 1.34, -2.05], [3.78, 3.64, 1.32], [-0.74, 5.39, 1.53], [-3.16, 4.91, 0.33], [-3.02, 2.24, -0.32], [1.25, 2.44, 4.72], [0.56, -0.12, 5.37], [-0.07, -1.24, 2.94], [-0.41, 4.29, 4.04], [0.82, 6.51, 5.07], [3.11, 6.71, 3.56], [1.36, -3.41, -2.37], [1.66, -1.61, -2.56], [3.44, -1.29, -2.98], [0.57, -0.93, -3.90], [0.89, -1.53, -5.13], [0.22, -1.20, -6.29], [-0.80, -0.25, -6.24], [-1.12, 0.34, -5.03], [-0.45, 0.03, -3.83], [-1.09, 0.94, -2.29], [-0.91, 2.77, -2.80], [-2.95, 0.55, -2.32], [1.47, -3.91, -3.34], [0.34, -3.58, -2.01], [2.06, -3.87, -1.66], [4.09, -2.09, -2.60], [3.79, -0.34, -2.56], [3.57, -1.23, -4.06], [1.68, -2.28, -5.19], [0.48, -1.69, -7.23], [-1.33, 0.02, -7.14], [-1.91, 1.09, -5.02], [-1.88, 3.29, -2.77], [-0.51, 2.86, -3.81], [-0.24, 3.31, -2.13], [-3.54, 1.44, -2.59], [-3.31, 0.19, -1.35], [-3.17, -0.23, -3.05], [1.42, -0.90, -0.99], [1.65, -1.85, 0.00], [2.95, -2.00, 0.49], [3.15, -2.83, 1.53], [2.04, -3.48, 2.15], [0.75, -3.14, 1.74], [0.51, -2.27, 0.70], [-1.02, -1.61, 0.19], [3.72, -1.46, -0.04], [4.16, -2.98, 1.88], [2.19, -4.17, 2.97], [-0.12, -3.52, 2.27]],
  "lowdin_spin": [1.7140, 0.0067, 0.0224, 0.0186, 0.0095, 0.0195, 0.0020, 0.0056, 0.0190, 0.0052, 0.0224, 0.0140, 0.0012, 0.0031, 0.0011, 0.0070, 0.0085, -0.0001, 0.0001, 0.0001, 0.0000, 0.0001, 0.0000, 0.0013, 0.0013, 0.0011, 0.0001, 0.0013, 0.0002, 0.0001, 0.0007, 0.0001, 0.0000, 0.0000, 0.0017, 0.0028, 0.0004, -0.0002, 0.0001, 0.0000, -0.0003, -0.0014, -0.0068, 0.0239, 0.0058, 0.0110, 0.0002, 0.0010, 0.0001, 0.0004, 0.0000, 0.0000, 0.0000, 0.0000, 0.0000, -0.0001, 0.0005, 0.0004, -0.0003, 0.0004, 0.0010, 0.0008, 0.0125, 0.2139, 0.1451, 0.0331, 0.2620, 0.0247, 0.2056, 0.1523, 0.0109, -0.0033, 0.0186, -0.0033]
}

=====

Entry 3:
{
  "formula": "C6H15BrO4PTi",
  "method": "ωB97M-V with the def2-TZVPD basis set",
  "e_lumo_ev": -16.21,
  "mol_weight_g_mol": 309.93,
  "charge": 3,
  "max_force_ev_per_a": 5.8,
  "homo_energy_ev": -20.4,
  "e_tot_ha": -4301.76358,
  "species": ["Ti", "Br", "C", "C", "O", "P", "O", "O", "C", "C", "O", "C", "C", "H", "H", "H", "H", "H", "H", "H", "H", "H", "H", "H", "H", "H", "H", "H"],
  "positions_angstrom": [[-11.99, -11.90, -1.84], [-10.13, -11.88, -3.34], [-10.25, -4.11, -1.79], [-11.69, -3.64, -1.75], [-12.49, -4.83, -1.53], [-13.83, -5.70, -1.71], [-12.20, -12.19, 0.19], [-13.23, -11.50, -2.77], [-10.77, -5.33, -6.05], [-9.55, -5.81, -6.32], [-13.58, -7.25, -2.26], [-12.40, -7.39, -3.05], [-11.99, -8.80, -2.89], [-9.66, -3.45, -2.34], [-9.68, -4.20, -0.86], [-10.13, -4.88, -2.54], [-12.03, -3.11, -0.86], [-12.11, -3.33, -2.67], [-11.59, -5.76, -6.59], [-11.01, -4.75, -5.21], [-9.55, -6.68, -6.97], [-8.62, -5.54, -5.72], [-11.57, -4.95, -3.61], [-12.44, -7.18, -4.15], [-11.75, -6.76, -2.49], [-11.55, -9.25, -3.84], [-11.22, -8.84, -2.15], [-12.80, -9.43, -2.54]],
  "mulliken_charge": [1.3790, 0.0798, -0.5817, -0.5000, -0.0677, 0.4976, -0.1698, -0.4335, -0.2405, -0.3027, -0.2572, 0.1216, -1.3842, 0.3757, 0.3398, 0.2926, 0.2754, 0.5100, 0.3824, 0.2133, 0.2949, 0.2866, -0.0782, 0.2292, 0.3823, 0.4181, 0.4761, 0.4610]
}